Entry 1:
This record from OMol25 describes C3AlO2 as an isolated structure in a non-equilibrium geometry. The level of theory is ωB97M-V with the def2-TZVPD basis set.

- E_LUMO (spin up / spin down): -1.17 / -2.94 eV
- ΔE to the lowest compared entry with this formula, charge and spin: 0.0 kcal per mole
- Molecular weight: 95.0 g/mol
- Spin multiplicity: 2
- Electronic energy: -13795.2114 eV
- Kohn-Sham gap (spin up / spin down): 7.666 / 5.902 eV

Cartesian coordinates (Å):
O: 0.3159 -1.3318 -0.0556
C: -2.3292 -0.1965 0.0378
C: -1.3814 0.6271 0.0073
O: -0.0468 0.8598 -0.0508
C: 0.8348 -0.2256 -0.0882
Al: 2.6067 0.2671 0.1495

From a Mulliken analysis of the wavefunction, the atomic charges in e read: atom 1 (O): -0.483, atom 2 (C): -0.127, atom 3 (C): 0.215, atom 4 (O): -0.328, atom 5 (C): 0.579, atom 6 (Al): 0.144

Entry 2:
This record from OMol25 describes C3Br4 as an isolated structure in a non-equilibrium geometry. The level of theory is ωB97M-V with the def2-TZVPD basis set.

- E_LUMO: -1.39 eV
- ΔE to the lowest compared entry with this formula, charge and spin: 25.9 kcal per mole
- Molecular weight: 355.6 g/mol
- Electronic energy: -283276.9716 eV
- Kohn-Sham gap: 8.270 eV

Cartesian coordinates (Å):
C: -0.7461 -0.4028 -0.0186
C: 0.6690 -0.2730 -0.3626
C: 0.1531 0.7969 0.2404
Br: -2.1502 -0.2989 -1.2996
Br: 2.1258 -0.8972 -1.2779
Br: 0.2809 2.3219 1.2188
Br: -1.6111 -2.2415 1.4002

From a Mulliken analysis of the wavefunction, the atomic charges in e read: atom 1 (C): -0.007, atom 2 (C): 0.189, atom 3 (C): 0.141, atom 4 (Br): -0.009, atom 5 (Br): -0.038, atom 6 (Br): -0.007, atom 7 (Br): -0.269

Entry 3:
This record from OMol25 describes a 2-piece molecular cluster, C3BrFN2 overall in a non-equilibrium geometry. The level of theory is ωB97M-V with the def2-TZVPD basis set.

- E_LUMO (spin up / spin down): -2.97 / -2.97 eV
- ΔE to the lowest compared entry with this formula, charge and spin: 64.3 kcal per mole
- Molecular weight: 162.9 g/mol
- Electronic energy: -78846.0232 eV
- Kohn-Sham gap (spin up / spin down): 8.361 / 8.363 eV

Cartesian coordinates (Å):
C: 0.1254 1.3727 -0.2751
C: 0.7644 -1.5605 -0.2472
C: -0.4806 0.3010 0.3937
N: 0.5679 2.2591 -0.8533
N: 1.6018 -2.3114 -0.4045
F: -0.4158 0.2058 1.7065
Br: -2.1630 -0.2667 -0.3201

From a Mulliken analysis of the wavefunction, the atomic charges in e read: atom 1 (C): 0.271, atom 2 (C): 0.009, atom 3 (C): 0.306, atom 4 (N): -0.210, atom 5 (N): -0.314, atom 6 (F): -0.121, atom 7 (Br): 0.058

Entry 4:
This record from OMol25 describes an isolated ion of composition C3Cl2F3O2 and charge -1 in a non-equilibrium geometry. The level of theory is ωB97M-V with the def2-TZVPD basis set.

- E_LUMO: 3.49 eV
- ΔE to the lowest compared entry with this formula, charge and spin: 0.0 kcal per mole
- Molecular weight: 195.9 g/mol
- Electronic energy: -40405.6701 eV
- Charge: -1
- Kohn-Sham gap: 8.407 eV

Cartesian coordinates (Å):
O: -1.8756 1.1060 0.8193
C: -1.1636 0.8830 -0.1482
O: -0.8647 1.3720 -1.1753
C: -0.3110 -0.6474 0.1685
Cl: -0.9196 -1.7950 -1.0607
Cl: -0.7868 -1.2324 1.7711
C: 1.1552 -0.4156 0.0926
F: 1.5371 0.5798 0.9376
F: 1.5877 -0.1170 -1.1492
F: 1.9474 -1.4974 0.4226

From a Mulliken analysis of the wavefunction, the atomic charges in e read: atom 1 (O): -0.648, atom 2 (C): 0.575, atom 3 (O): -0.582, atom 4 (C): 0.351, atom 5 (Cl): -0.224, atom 6 (Cl): -0.188, atom 7 (C): 0.480, atom 8 (F): -0.250, atom 9 (F): -0.232, atom 10 (F): -0.282

Entry 5:
This record from OMol25 describes C3CsF2MgO as an isolated structure in a non-equilibrium geometry. The level of theory is ωB97M-V with the def2-TZVPD basis set.

- E_LUMO: -4.53 eV
- ΔE to the lowest compared entry with this formula, charge and spin: 0.0 kcal per mole
- Molecular weight: 247.2 g/mol
- Electronic energy: -16577.1929 eV
- Charge: +1
- Kohn-Sham gap: 5.608 eV

Cartesian coordinates (Å):
C: -0.0927 -1.6302 -0.3017
F: -0.6397 -2.4993 -1.1762
Cs: 0.2200 4.9727 -0.0395
F: -1.0718 0.1835 -1.5022
O: 0.7871 0.2769 1.4946
C: -0.3126 -0.3142 -0.4874
C: 0.1305 0.7129 0.4905
Mg: 0.9791 -1.7021 1.5219

From a Mulliken analysis of the wavefunction, the atomic charges in e read: atom 1 (C): -0.105, atom 2 (F): -0.215, atom 3 (Cs): 0.955, atom 4 (F): -0.282, atom 5 (O): -0.504, atom 6 (C): 0.159, atom 7 (C): 0.228, atom 8 (Mg): 0.765

Entry 6:
This record from OMol25 describes C3CsMgO6 as an isolated structure in a non-equilibrium geometry. The level of theory is ωB97M-V with the def2-TZVPD basis set.

- E_LUMO (spin up / spin down): -1.76 / -1.81 eV
- ΔE to the lowest compared entry with this formula, charge and spin: 97.7 kcal per mole
- Molecular weight: 289.2 g/mol
- Spin multiplicity: 2
- Electronic energy: -21386.2563 eV
- Kohn-Sham gap (spin up / spin down): 5.377 / 5.436 eV

Cartesian coordinates (Å):
O: 0.8178 -4.0668 0.6785
C: 0.6775 -3.8173 -0.5599
O: -0.7137 -3.5268 -0.6397
C: -1.6423 -3.9357 -1.7188
O: -1.5464 -5.1138 -2.0249
O: -2.4870 -3.0582 -1.8667
Mg: -0.6944 -2.8625 1.2660
C: 1.1562 -0.7139 0.1085
O: 1.7493 0.3407 -0.0736
O: 0.2585 -0.9050 0.9968
Cs: 0.9072 3.6292 0.7167

From a Mulliken analysis of the wavefunction, the atomic charges in e read: atom 1 (O): -0.531, atom 2 (C): -0.187, atom 3 (O): 0.294, atom 4 (C): 0.623, atom 5 (O): -0.591, atom 6 (O): -0.643, atom 7 (Mg): 0.894, atom 8 (C): 0.360, atom 9 (O): -0.522, atom 10 (O): -0.674, atom 11 (Cs): 0.976

Entry 7:
This record from OMol25 describes C3F17K5N4O25S11 as an isolated structure in a non-equilibrium geometry. The level of theory is ωB97M-V with the def2-TZVPD basis set.

- E_LUMO: 0.40 eV
- ΔE to the lowest compared entry with this formula, charge and spin: 0.0 kcal per mole
- Molecular weight: 1363.2 g/mol
- Electronic energy: -307275.0546 eV
- Charge: -2
- Kohn-Sham gap: 4.992 eV

Cartesian coordinates (Å):
K: -0.9769 0.9965 -4.8137
K: 0.3210 -2.1018 -3.8238
K: 0.0754 1.0180 3.5347
K: -4.3031 -2.8149 -2.0827
K: -2.6334 4.3310 -1.7262
N: 4.8176 -2.7336 -3.3035
S: 3.8420 -4.0644 -3.5848
O: 2.7593 -3.6954 -4.4611
O: 3.6309 -5.1230 -2.6473
F: 4.9137 -4.7733 -4.5461
S: 4.0997 -2.2649 -2.0333
O: 4.5522 -2.9946 -0.8780
O: 2.7068 -1.8898 -2.1368
F: 4.7379 -0.7911 -1.9307
N: 2.1447 2.7969 3.2254
S: 3.5004 2.4740 3.8980
O: 4.2028 3.5982 4.4569
O: 4.2745 1.3623 3.4088
F: 2.8256 1.7747 5.2056
S: 2.7506 3.1406 1.7057
O: 3.3206 2.1202 0.8834
O: 3.2209 4.4985 1.6991
F: 1.3069 3.3969 1.0419
N: 0.7288 3.0599 -3.9419
S: 1.0713 3.1306 -2.4303
O: 0.0262 3.6994 -1.5985
O: 2.4300 3.3830 -2.0450
F: 0.9054 1.5594 -2.1343
S: 1.5639 4.4488 -4.4976
O: 2.7596 4.1030 -5.1834
O: 1.4853 5.6527 -3.7294
F: 0.5214 4.7496 -5.6943
N: -0.8479 -5.7892 -0.8686
S: -1.2336 -4.5319 0.0011
O: -1.7781 -3.4159 -0.7464
O: -0.4962 -4.1792 1.1789
F: -2.5731 -5.2354 0.6442
S: 0.7597 -5.2928 -1.1014
O: 1.7389 -5.4472 -0.0578
O: 0.8957 -4.1651 -1.9987
F: 1.1800 -6.5672 -1.9527
C: -0.6009 -0.2475 0.1518
F: 0.4345 -0.8139 -0.4368
F: -1.0726 -0.9782 1.1233
F: -0.2192 0.8998 0.6834
S: -1.9915 -0.0041 -1.1475
O: -3.1000 -0.7786 -0.5889
O: -2.2479 1.4323 -1.2883
O: -1.5833 -0.5491 -2.4624
C: -3.3167 -2.8473 3.2365
F: -2.2768 -3.5678 3.6548
F: -3.0789 -2.5499 1.9561
F: -4.4210 -3.5826 3.3284
S: -3.5301 -1.2758 4.2432
O: -4.8157 -0.7253 3.8533
O: -3.5024 -1.7966 5.5959
O: -2.4165 -0.3987 3.8901
C: -2.6662 3.3923 2.6883
F: -2.1247 2.5160 1.8366
F: -2.9543 2.8020 3.8459
F: -1.7401 4.3305 2.9346
S: -4.2638 4.2170 2.0820
O: -4.8340 4.8499 3.2581
O: -3.7912 5.1180 1.0218
O: -5.1141 3.1340 1.6044

From a Mulliken analysis of the wavefunction, the atomic charges in e read: atom 1 (K): 0.913, atom 2 (K): 0.921, atom 3 (K): 0.835, atom 4 (K): 0.951, atom 5 (K): 0.968, atom 6 (N): -0.459, atom 7 (S): 1.011, atom 8 (O): -0.587, atom 9 (O): -0.489, atom 10 (F): -0.304, atom 11 (S): 0.986, atom 12 (O): -0.594, atom 13 (O): -0.246, atom 14 (F): -0.292, atom 15 (N): -0.105, atom 16 (S): 1.007, atom 17 (O): -0.624, atom 18 (O): -0.561, atom 19 (F): -0.335, atom 20 (S): 0.949, atom 21 (O): -0.418, atom 22 (O): -0.629, atom 23 (F): -0.224, atom 24 (N): -0.219, atom 25 (S): 0.816, atom 26 (O): -0.449, atom 27 (O): -0.543, atom 28 (F): -0.105, atom 29 (S): 0.886, atom 30 (O): -0.553, atom 31 (O): -0.508, atom 32 (F): -0.300, atom 33 (N): -0.508, atom 34 (S): 1.045, atom 35 (O): -0.485, atom 36 (O): -0.517, atom 37 (F): -0.388, atom 38 (S): 0.975, atom 39 (O): -0.553, atom 40 (O): -0.285, atom 41 (F): -0.301, atom 42 (C): 0.437, atom 43 (F): -0.153, atom 44 (F): -0.039, atom 45 (F): -0.033, atom 46 (S): 0.491, atom 47 (O): -0.558, atom 48 (O): -0.399, atom 49 (O): -0.619, atom 50 (C): 0.526, atom 51 (F): -0.215, atom 52 (F): -0.178, atom 53 (F): -0.254, atom 54 (S): 1.109, atom 55 (O): -0.705, atom 56 (O): -0.708, atom 57 (O): -0.490, atom 58 (C): 0.462, atom 59 (F): -0.047, atom 60 (F): -0.196, atom 61 (F): -0.220, atom 62 (S): 1.143, atom 63 (O): -0.675, atom 64 (O): -0.707, atom 65 (O): -0.654

Entry 8:
This record from OMol25 describes C3F27O9P3PdS3 as an isolated structure in a non-equilibrium geometry. The level of theory is ωB97M-V with the def2-TZVPD basis set.

- E_LUMO (spin up / spin down): 5.91 / 1.48 eV
- Molecular weight: 988.5 g/mol
- Spin multiplicity: 4
- Electronic energy: -158776.6972 eV
- Charge: -3
- Kohn-Sham gap (spin up / spin down): 7.956 / 3.422 eV

Cartesian coordinates (Å):
Pd: -0.1284 0.1231 -0.1429
C: -4.6837 0.7256 -0.8258
F: -4.3853 2.0390 -0.8881
F: -5.9977 0.5109 -0.6156
F: -4.2568 0.1675 -1.9331
S: -3.5448 -0.0924 0.5382
O: -3.8199 0.5029 1.8725
O: -4.0317 -1.4760 0.5026
O: -2.1651 0.0439 0.1370
C: 2.2232 -3.5439 0.8862
F: 1.6883 -4.3822 1.8227
F: 2.5608 -2.3356 1.4803
F: 3.3330 -4.0101 0.3376
S: 0.7749 -3.2697 -0.3826
O: -0.1129 -4.3601 -0.2512
O: 0.1361 -1.9759 -0.1009
O: 1.4129 -3.1589 -1.6881
C: 4.2141 1.5142 -0.9965
F: 5.5088 1.6446 -0.7677
F: 3.6678 2.6684 -0.6017
F: 3.9507 1.3505 -2.2909
S: 3.4189 0.1358 0.0736
O: 4.1155 0.2782 1.3475
O: 1.9656 0.4353 0.1586
O: 3.7287 -1.0860 -0.6528
P: -0.6657 -0.1036 -3.2759
F: -1.4475 0.7213 -2.1428
F: -0.9693 -1.4716 -2.3893
F: -2.1061 -0.2789 -4.0785
F: 0.2505 -0.8409 -4.3996
F: -0.3207 1.1448 -4.2253
F: 0.6208 0.1114 -2.3265
P: -0.2915 -0.7352 3.5513
F: -0.1355 -2.3283 3.2194
F: 1.1525 -0.7292 4.4671
F: 0.6123 -0.2814 2.2012
F: -0.5124 0.8380 3.8350
F: -1.6598 -0.6911 2.6793
F: -1.1555 -1.0278 4.9408
P: -0.4183 3.3288 0.1399
F: -1.9213 2.8118 -0.1657
F: 0.2291 2.4932 -1.1592
F: -0.5879 4.6672 -0.7594
F: 1.1684 3.6827 0.4581
F: -1.1358 4.2087 1.3269
F: -0.2792 2.0312 1.0846

From a Mulliken analysis of the wavefunction, the atomic charges in e read: atom 1 (Pd): 3.950, atom 2 (C): 0.646, atom 3 (F): -0.184, atom 4 (F): -0.217, atom 5 (F): -0.191, atom 6 (S): 1.257, atom 7 (O): -0.452, atom 8 (O): -0.516, atom 9 (O): -0.704, atom 10 (C): 0.580, atom 11 (F): -0.249, atom 12 (F): -0.149, atom 13 (F): -0.228, atom 14 (S): 1.191, atom 15 (O): -0.717, atom 16 (O): -1.338, atom 17 (O): -0.753, atom 18 (C): 0.520, atom 19 (F): -0.237, atom 20 (F): -0.220, atom 21 (F): -0.222, atom 22 (S): 1.103, atom 23 (O): -0.703, atom 24 (O): -1.008, atom 25 (O): -0.712, atom 26 (P): 1.322, atom 27 (F): -0.512, atom 28 (F): -0.382, atom 29 (F): -0.429, atom 30 (F): -0.385, atom 31 (F): -0.401, atom 32 (F): -0.525, atom 33 (P): 1.500, atom 34 (F): -0.372, atom 35 (F): -0.428, atom 36 (F): -0.477, atom 37 (F): -0.392, atom 38 (F): -0.268, atom 39 (F): -0.411, atom 40 (P): 1.364, atom 41 (F): -0.368, atom 42 (F): -0.400, atom 43 (F): -0.385, atom 44 (F): -0.421, atom 45 (F): -0.400, atom 46 (F): -0.677

Copy entry 1 word for word.
This record from OMol25 describes C3AlO2 as an isolated structure in a non-equilibrium geometry. The level of theory is ωB97M-V with the def2-TZVPD basis set.

- E_LUMO (spin up / spin down): -1.17 / -2.94 eV
- ΔE to the lowest compared entry with this formula, charge and spin: 0.0 kcal per mole
- Molecular weight: 95.0 g/mol
- Spin multiplicity: 2
- Electronic energy: -13795.2114 eV
- Kohn-Sham gap (spin up / spin down): 7.666 / 5.902 eV

Cartesian coordinates (Å):
O: 0.3159 -1.3318 -0.0556
C: -2.3292 -0.1965 0.0378
C: -1.3814 0.6271 0.0073
O: -0.0468 0.8598 -0.0508
C: 0.8348 -0.2256 -0.0882
Al: 2.6067 0.2671 0.1495

From a Mulliken analysis of the wavefunction, the atomic charges in e read: atom 1 (O): -0.483, atom 2 (C): -0.127, atom 3 (C): 0.215, atom 4 (O): -0.328, atom 5 (C): 0.579, atom 6 (Al): 0.144

> Which value of molecular weight does entry 4 give?

195.9 g/mol

> The lowest molecular weight belongs to which entry?

C3AlO2